1.
{
  "formula": "C5H8O2",
  "method": "wB97M-V/def2-TZVPD",
  "species": ["O", "C", "C", "C", "O", "C", "C", "H", "H", "H", "H", "H", "H", "H", "H"],
  "coordinates": [[-0.97822, -0.24545, 1.85878], [-0.55323, -1.21271, 0.92670], [-0.82733, -0.81275, -0.52276], [-0.01424, 0.38457, -1.00060], [-0.51044, 1.52033, -0.28178], [1.42713, 0.34913, -0.68714], [2.33879, 0.88159, -0.10567], [-0.64476, 0.60908, 1.54737], [-1.11162, -2.12724, 1.15317], [0.51845, -1.44203, 1.04984], [-1.87823, -0.51935, -0.61616], [-0.64569, -1.66245, -1.19089], [-0.16252, 0.54096, -2.07654], [0.03180, 2.27870, -0.53751], [3.01011, 1.45764, 0.48321]],
  "forces_ev_per_a": [[0.1, 0.2, 0.0], [0.1, -0.3, -0.2], [-0.1, 0.0, 0.0], [-0.1, -0.2, -0.1], [-0.3, 0.3, -0.3], [0.2, 0.7, 0.5], [-0.2, -0.2, -0.2], [-0.2, -0.1, 0.1], [0.1, 0.1, 0.0], [-0.2, 0.1, 0.0], [0.1, -0.1, 0.0], [0.0, 0.1, 0.1], [0.0, -0.1, 0.1], [-0.1, -0.1, 0.1], [0.5, -0.3, -0.1]],
  "energy_ha": -345.6993
}

---

2.
{
  "formula": "C5H8O2",
  "method": "wB97M-V/def2-TZVPD",
  "species": ["O", "C", "C", "C", "O", "C", "C", "H", "H", "H", "H", "H", "H", "H", "H"],
  "coordinates": [[2.25319, 0.68371, -0.78351], [0.75718, 0.45117, 0.87418], [-0.20401, 1.20118, 0.31080], [-1.08049, -0.03759, 0.11775], [-2.35099, -0.09497, 0.64607], [-0.49411, -1.05115, -0.80088], [0.08115, -0.87281, 0.60302], [2.20853, -0.22656, -1.09840], [1.60124, 0.64838, 1.51912], [-0.43817, 2.24708, 0.41272], [1.35662, 1.05452, -0.94118], [-2.92050, 0.41555, 0.05697], [-1.08902, -1.96336, -0.86451], [0.04854, -0.78665, -1.70857], [0.08811, -1.68590, 1.31583]],
  "forces_ev_per_a": [[0.6, 0.2, -1.2], [-0.7, 0.3, 0.8], [-0.3, -0.1, 1.3], [-0.1, -0.2, -0.1], [-0.3, -0.1, -0.2], [0.0, 0.0, -0.2], [-0.1, -0.2, 0.4], [0.1, 0.1, -0.1], [0.1, 0.1, -0.3], [0.0, 0.1, -0.4], [0.9, -0.3, -0.1], [-0.1, -0.1, 0.1], [0.1, 0.2, -0.1], [0.0, 0.0, 0.1], [-0.2, 0.0, -0.1]],
  "energy_ha": -345.6403
}

---

3.
{
  "formula": "C5H8O2",
  "method": "wB97M-V/def2-TZVPD",
  "species": ["O", "C", "C", "C", "C", "O", "C", "H", "H", "H", "H", "H", "H", "H", "H"],
  "coordinates": [[-1.36545, 1.07048, 0.53713], [-1.48993, -0.15984, -0.12834], [-0.10526, -0.70088, -0.28897], [0.97696, -0.34505, 1.20015], [1.67360, 0.52728, 0.25127], [2.44858, 1.43903, 0.43325], [0.95876, 0.10629, -1.01593], [-2.22640, 1.49575, 0.56860], [-2.11374, -0.87411, 0.43769], [-1.94437, -0.05183, -1.12770], [-0.17120, -1.74669, -0.66945], [0.56030, 0.10663, 2.09836], [0.66155, -1.35751, 0.91543], [0.52756, 0.95954, -1.53690], [1.60904, -0.46909, -1.67460]],
  "forces_ev_per_a": [[-0.4, 0.4, 0.0], [0.0, -0.1, -0.1], [-0.1, 0.5, -0.1], [-1.5, 0.0, -0.9], [0.2, -0.1, -0.1], [-0.4, -0.4, 0.1], [0.1, 0.2, -0.4], [0.0, 0.1, 0.0], [0.2, 0.2, -0.1], [0.0, 0.1, 0.1], [0.3, 0.4, 0.8], [-0.1, -0.4, -0.1], [1.8, -0.9, 1.1], [0.2, 0.1, -0.1], [-0.1, 0.0, -0.2]],
  "energy_ha": -345.6731
}